Record 1
87
Properties=species:S:1:pos:R:3:lowdin_charge:R:1 method="wB97M-V/def2-TZVPD" homo_ha=-0.1693 gap_ev=6.53 spin_multiplicity=1 total_charge=-1
C -1.7550 -0.0226 2.9361 -0.09
C -0.8620 -0.6031 2.1432 -0.18
Al 0.1770 -1.8244 0.8063 0.17
C 2.1928 -1.4641 1.0020 -0.32
C 2.8262 -0.6803 -0.2895 -0.51
S 4.0709 0.5348 0.4620 0.85
C 4.9074 1.4668 -0.8930 -0.54
N 6.3172 1.5561 -1.1919 -0.01
N 6.3609 2.3938 -2.2722 -0.06
C 5.0184 2.8348 -2.6336 -0.09
O 4.0521 2.2202 -1.7595 -0.06
N -0.0859 -3.6932 1.1415 -0.15
C -1.2734 -4.2543 0.4283 -0.39
C -2.3880 -4.8790 1.4089 -0.13
H -2.7404 0.3983 3.3699 0.00
H -0.3884 -1.4222 -0.6385 -0.06
H 2.4900 -0.9537 1.9950 0.03
H 2.7229 -2.5013 1.0124 0.05
H 3.4435 -1.4090 -0.9512 0.07
H 2.0181 -0.1488 -0.9152 0.06
H 4.6946 3.5415 -3.4717 0.13
H -0.0683 -3.9347 2.1438 0.03
H -1.7990 -3.4940 -0.2667 0.08
H -0.8742 -5.1317 -0.2287 0.09
H -2.8177 -4.0949 2.1475 0.07
H -3.2778 -5.1979 0.7279 0.07
H -2.0274 -5.7769 2.0246 0.04
C 4.8809 -4.3636 -1.6199 -0.17
O 5.2758 -3.7588 -0.3993 -0.13
H 3.9871 -4.9631 -1.4430 0.08
H 4.6567 -3.5898 -2.3588 0.07
H 5.6830 -5.0097 -1.9874 0.07
H 6.0671 -3.2349 -0.5835 0.08
C 1.6558 1.4328 4.3700 -0.17
O 1.3803 0.1774 4.9675 -0.14
H 2.5475 1.3412 3.7479 0.07
H 0.8098 1.7352 3.7479 0.06
H 1.8334 2.1786 5.1503 0.07
H 0.5883 0.2885 5.5100 0.07
C -5.1663 2.5051 1.9611 -0.15
O -5.2353 1.3089 2.7163 -0.13
H -4.4356 3.1727 2.4212 0.06
H -4.8540 2.2760 0.9403 0.06
H -6.1455 2.9906 1.9532 0.07
H -5.8889 0.7374 2.2863 0.06
C -6.6695 -2.5636 3.0706 -0.15
O -7.2817 -1.5780 2.2510 -0.14
H -5.5989 -2.5788 2.8635 0.08
H -6.8306 -2.3185 4.1234 0.08
H -7.0952 -3.5450 2.8462 0.07
H -8.2265 -1.5851 2.4536 0.07
C -0.1581 -7.8592 2.5928 -0.16
O -1.4971 -8.2506 2.3313 -0.14
H -0.1006 -6.7701 2.5875 0.07
H 0.1482 -8.2334 3.5733 0.07
H 0.4990 -8.2602 1.8169 0.08
H -1.5182 -9.2167 2.3417 0.07
C -7.0233 0.4693 -1.1676 -0.15
O -7.0166 1.4659 -0.1549 -0.14
H -6.1428 -0.1629 -1.0472 0.09
H -7.9237 -0.1427 -1.0739 0.08
H -6.9950 0.9461 -2.1509 0.08
H -7.8050 2.0097 -0.2852 0.09
C 7.6458 2.5431 -6.1480 -0.15
O 6.9601 3.7682 -5.9792 -0.15
H 7.7708 2.3419 -7.2129 0.08
H 8.6293 2.6089 -5.6769 0.08
H 7.0659 1.7359 -5.6946 0.08
H 6.8708 3.9097 -5.0257 0.07
C 6.8051 7.4390 -7.1315 -0.17
O 6.4852 6.6319 -6.0116 -0.14
H 6.9212 8.4720 -6.8002 0.07
H 7.7422 7.0952 -7.5776 0.07
H 5.9987 7.3842 -7.8677 0.07
H 6.3881 5.7230 -6.3328 0.04
C -2.3369 4.8406 3.8134 -0.18
O -2.4043 3.6437 4.5713 -0.13
H -1.6071 5.5084 4.2731 0.08
H -2.0239 4.6113 2.7914 0.08
H -3.3168 5.3262 3.8053 0.07
H -3.0559 3.0703 4.1442 0.05
C -3.4596 2.3795 -2.3004 -0.16
O -3.7360 1.1239 -1.7037 -0.13
H -2.5688 2.2853 -2.9225 0.08
H -4.3050 2.6859 -2.9231 0.07
H -3.2796 3.1255 -1.5218 0.07
H -4.5284 1.2355 -1.1586 0.03

---

Record 2
41
Properties=species:S:1:pos:R:3:lowdin_charge:R:1 method="wB97M-V/def2-TZVPD" homo_ha="-0.2382 / -0.2517" gap_ev="5.79 / 6.13" de_lowest_ev=0.000 s2=3.7792 spin_multiplicity=4
V 1.0448 -1.5092 0.9660 -0.09
Cl -2.0111 -3.2427 -0.8254 0.75
C -0.3623 -3.5373 -0.9363 -0.77
C 0.4954 -2.5050 -0.5680 -0.32
C 1.8844 -2.4829 -0.7252 -0.68
Cl 2.7869 -0.9502 -0.4341 0.71
C 2.4734 -3.7167 -1.1562 -0.73
Cl 4.0934 -3.7042 -1.5656 0.75
C 1.6872 -4.8990 -1.2157 -0.69
Cl 2.4904 -6.4263 -1.2589 0.67
C 0.2531 -4.8143 -1.1688 -0.68
Cl -0.7502 -6.2190 -1.1056 0.67
N -0.3833 -2.8454 2.0626 0.01
C 0.7972 -3.5396 2.4264 -0.82
N 0.8557 -4.8761 2.2769 0.13
S 2.2079 -2.5891 2.8102 0.67
H -1.1947 -3.4227 1.7435 0.10
H -0.7897 -2.1054 2.6966 0.14
H 0.0037 -5.3804 2.0943 0.11
H 1.7042 -5.3507 2.6853 0.15
C -2.1261 5.9420 -1.4840 -0.06
C -1.4456 4.6648 -1.0520 -0.30
C -2.1554 3.4910 -0.9325 -0.03
C -1.6082 2.3473 -0.3310 -0.33
C -2.3196 1.0407 -0.2409 -0.11
C -0.2824 2.4254 0.1264 -0.47
Te 0.4297 1.0093 1.5917 0.86
C 0.5087 3.6263 -0.0838 -0.31
C 1.9602 3.6788 0.3194 -0.13
C -0.1514 4.7674 -0.5432 -0.03
H -3.0895 5.7018 -1.9111 0.06
H -1.4214 6.4227 -2.2123 0.09
H -2.3002 6.6609 -0.6671 0.08
H -3.1750 3.4168 -1.3451 0.12
H -2.8773 0.8070 -1.1423 0.08
H -3.0438 1.0605 0.6070 0.10
H -1.5952 0.2569 -0.0765 -0.02
H 2.5497 2.8573 -0.1888 0.08
H 2.1154 3.6036 1.4597 0.08
H 2.3632 4.6173 -0.0054 0.05
H 0.3773 5.7180 -0.6904 0.12

---

Record 3
88
Properties=species:S:1:pos:R:3:lowdin_charge:R:1 method="wB97M-V/def2-TZVPD" smiles="NC(N)=O.NC(N)=O.NC(N)=O.NC(N)=O.NC(N)=O.NC(N)=O.NC(N)=O.NC(N)=O.NC(N)=O.NC(N)=O.NC(N)=O" homo_ha=-0.3125 gap_ev=8.08 de_lowest_ev=7.345 spin_multiplicity=1
N -1.4203 -1.2930 4.3902 0.16
C -2.5700 -0.7099 4.6560 -0.78
N -2.8552 0.2316 3.7751 0.17
O -3.2259 -1.0419 5.6201 0.04
H -1.1083 -1.8517 5.1717 0.12
H -0.8219 -0.5603 4.0365 0.05
H -2.2843 0.3296 2.9478 0.06
H -3.6806 0.7697 3.9971 0.12
N 0.1876 3.1999 3.8643 0.19
C 0.3336 1.9617 4.0622 -0.82
N 0.6494 1.6557 5.2534 0.20
O 0.0159 1.1052 3.2809 0.03
H 0.3288 3.8373 4.6350 0.13
H -0.0454 3.4791 2.9221 0.07
H 0.7146 2.3924 5.9412 0.12
H 0.9381 0.7170 5.4888 0.14
N 0.1921 0.2988 -1.6334 0.20
C 0.5876 -0.4459 -0.6405 -0.82
N 0.1843 0.0185 0.5017 0.18
O 1.3898 -1.2947 -0.7925 0.06
H 0.4131 0.1774 -2.6114 0.08
H -0.6807 0.7926 -1.5127 0.06
H -0.1661 0.9635 0.5674 0.07
H 0.5084 -0.2992 1.4040 0.11
N -1.5542 -2.4079 0.3646 0.21
C -2.7227 -1.8732 0.2691 -0.77
N -3.7024 -2.7147 0.3643 0.22
O -2.8184 -0.6782 0.0200 -0.02
H -0.8488 -1.7333 0.6244 0.09
H -1.4442 -3.4077 0.4568 0.10
H -3.3311 -3.6536 0.3912 0.12
H -4.6875 -2.5426 0.2223 0.14
N -1.5237 2.1492 -3.5203 0.17
C -1.6554 3.2562 -4.2265 -0.77
N -1.1411 3.1113 -5.3933 0.17
O -2.3269 4.2185 -3.8423 -0.01
H -1.1442 1.2755 -3.8561 0.08
H -1.7858 2.2001 -2.5462 0.06
H -1.4262 3.6454 -6.2017 0.13
H -0.5024 2.3293 -5.4179 0.04
N -3.1091 -1.0018 -2.7824 0.18
C -2.1425 -1.4551 -3.5163 -0.87
N -1.4252 -2.2264 -2.7800 0.18
O -2.0102 -1.2614 -4.6719 0.08
H -2.8435 -0.9852 -1.8081 0.05
H -3.6867 -0.3203 -3.2535 0.13
H -0.5762 -2.5602 -3.2134 0.13
H -1.9505 -2.6306 -2.0179 0.10
N 1.8253 -4.3427 -0.3535 0.15
C 0.7774 -5.1003 -0.0697 -0.73
N 0.5126 -4.8442 1.1829 0.15
O 0.1360 -5.7730 -0.9276 -0.04
H 2.3038 -3.8341 0.3762 0.03
H 1.9773 -4.1552 -1.3342 0.11
H -0.3063 -5.3335 1.5146 0.11
H 1.1045 -4.2720 1.7680 0.09
N -2.3878 1.7665 1.2407 0.20
C -1.6489 2.5779 0.5993 -0.76
N -1.3130 3.5353 1.3764 0.15
O -1.3166 2.5775 -0.6011 0.02
H -2.8883 0.9398 0.9470 0.09
H -2.6199 2.1702 2.1369 0.11
H -1.5627 3.6672 2.3461 0.11
H -0.8464 4.2936 0.8995 0.14
N 2.8700 2.3184 0.2777 0.17
C 3.4483 2.7701 1.3600 -0.77
N 2.6499 3.7110 1.8239 0.15
O 4.4373 2.3493 1.9061 0.05
H 2.0179 2.7933 0.0160 0.10
H 3.3972 1.8125 -0.4197 0.13
H 1.8832 3.9775 1.2229 0.09
H 2.9579 4.2515 2.6196 0.12
N 4.6181 -2.1996 2.6709 0.19
C 3.6455 -2.0654 1.8886 -0.78
N 3.7114 -1.0010 1.1032 0.20
O 2.8469 -2.9486 1.7054 0.01
H 5.3186 -1.5126 2.4312 0.13
H 4.7620 -3.0860 3.1331 0.14
H 2.9123 -1.0066 0.4856 0.07
H 4.2286 -0.1711 1.3557 0.09
N 1.7952 -0.6177 -6.2616 0.19
C 1.2837 0.3889 -5.7005 -0.73
N 1.9183 0.7395 -4.5615 0.17
O 0.2422 0.8957 -6.1299 0.02
H 1.4555 -0.9899 -7.1369 0.14
H 2.4488 -1.0905 -5.6537 0.12
H 1.4797 1.4512 -3.9948 0.10
H 2.6995 0.1901 -4.2330 0.11

---

Record 4
11
Properties=species:S:1:pos:R:3:lowdin_charge:R:1 method="wB97M-V/def2-TZVPD" homo_ha="-0.3188 / -0.3081" gap_ev="9.29 / 8.57" de_lowest_ev=7.459 spin_multiplicity=1
C 1.3726 0.6425 0.9167 -0.10
N 0.8650 0.0468 -0.3024 -0.10
N -2.0170 0.2081 -0.8908 -0.02
O -0.9824 -0.4511 -0.3222 -0.23
O 1.0643 -1.2823 -0.2372 -0.09
H 0.1949 -1.6003 -0.6695 0.12
H -2.8379 0.1911 -0.2915 0.08
H -2.2240 -0.1302 -1.8285 0.09
H 2.4632 0.5416 0.9164 0.09
H 1.1142 1.6993 0.9033 0.08
H 0.9871 0.1346 1.8055 0.08

---

Repeat the second record exactly.
41
Properties=species:S:1:pos:R:3:lowdin_charge:R:1 method="wB97M-V/def2-TZVPD" homo_ha="-0.2382 / -0.2517" gap_ev="5.79 / 6.13" de_lowest_ev=0.000 s2=3.7792 spin_multiplicity=4
V 1.0448 -1.5092 0.9660 -0.09
Cl -2.0111 -3.2427 -0.8254 0.75
C -0.3623 -3.5373 -0.9363 -0.77
C 0.4954 -2.5050 -0.5680 -0.32
C 1.8844 -2.4829 -0.7252 -0.68
Cl 2.7869 -0.9502 -0.4341 0.71
C 2.4734 -3.7167 -1.1562 -0.73
Cl 4.0934 -3.7042 -1.5656 0.75
C 1.6872 -4.8990 -1.2157 -0.69
Cl 2.4904 -6.4263 -1.2589 0.67
C 0.2531 -4.8143 -1.1688 -0.68
Cl -0.7502 -6.2190 -1.1056 0.67
N -0.3833 -2.8454 2.0626 0.01
C 0.7972 -3.5396 2.4264 -0.82
N 0.8557 -4.8761 2.2769 0.13
S 2.2079 -2.5891 2.8102 0.67
H -1.1947 -3.4227 1.7435 0.10
H -0.7897 -2.1054 2.6966 0.14
H 0.0037 -5.3804 2.0943 0.11
H 1.7042 -5.3507 2.6853 0.15
C -2.1261 5.9420 -1.4840 -0.06
C -1.4456 4.6648 -1.0520 -0.30
C -2.1554 3.4910 -0.9325 -0.03
C -1.6082 2.3473 -0.3310 -0.33
C -2.3196 1.0407 -0.2409 -0.11
C -0.2824 2.4254 0.1264 -0.47
Te 0.4297 1.0093 1.5917 0.86
C 0.5087 3.6263 -0.0838 -0.31
C 1.9602 3.6788 0.3194 -0.13
C -0.1514 4.7674 -0.5432 -0.03
H -3.0895 5.7018 -1.9111 0.06
H -1.4214 6.4227 -2.2123 0.09
H -2.3002 6.6609 -0.6671 0.08
H -3.1750 3.4168 -1.3451 0.12
H -2.8773 0.8070 -1.1423 0.08
H -3.0438 1.0605 0.6070 0.10
H -1.5952 0.2569 -0.0765 -0.02
H 2.5497 2.8573 -0.1888 0.08
H 2.1154 3.6036 1.4597 0.08
H 2.3632 4.6173 -0.0054 0.05
H 0.3773 5.7180 -0.6904 0.12